Record 1
One molecule with the formula C3H7N3O in a non-equilibrium geometry, computed with wB97M-V/def2-TZVPD.

XYZ file:
```
14
Properties=species:S:1:pos:R:3:forces:R:3
O 0.723 -0.639 -1.705 -0.634 0.277 0.597
N 0.283 -0.719 1.312 0.327 -0.622 -1.892
N 0.809 -1.937 0.722 1.430 -1.100 1.347
N -1.218 0.509 -1.594 0.186 -0.327 0.453
C -0.055 1.623 0.822 0.137 -0.048 -0.081
C 0.132 0.350 0.447 -1.044 0.403 -0.388
C -0.093 -0.027 -1.021 0.561 0.701 -0.871
H 0.639 -0.463 2.234 0.017 -0.773 -0.542
H -1.402 0.246 -2.552 0.015 0.078 0.191
H 1.832 -1.922 0.637 -0.317 0.527 0.426
H -0.303 2.396 0.103 0.087 -0.196 0.096
H 0.585 -2.209 -0.244 -1.056 1.185 0.830
H 0.035 1.918 1.862 0.087 -0.010 -0.041
H -1.968 0.874 -1.023 0.204 -0.098 -0.125
```
Positions in Å, forces in eV/Å.

The calculation puts the energy above the lowest of the compared OMol25 structures with the same formula, charge and spin at 2.292 eV. As for the multiplicity: 1. Its total energy is -357.9656 Eh. The value obtained for the HOMO energy is -8.281 eV. For the max |F|, the calculation gives 0.044 hartree/bohr. For the LUMO energy, the calculation gives 0.9 eV.

---

Record 2
One molecule with the formula C3H4N2O4 in a non-equilibrium geometry, computed with wB97M-V/def2-TZVPD.

XYZ file:
```
13
Properties=species:S:1:pos:R:3:forces:R:3
O -0.565 -1.867 -1.408 -0.416 -0.560 -0.665
O 0.011 1.428 -0.195 -0.437 0.884 -1.310
O 0.871 -1.591 1.163 -0.118 -0.764 0.543
O -1.166 1.187 -2.058 1.124 -0.044 0.943
N 0.620 1.173 1.954 2.060 0.622 1.728
N 0.719 0.689 0.719 0.871 -2.462 -1.449
C -0.138 -0.732 -0.840 0.243 1.450 0.145
C -0.381 0.572 -1.142 -1.785 0.048 0.031
C 0.513 -0.715 0.420 0.771 1.891 0.301
H -0.015 0.601 2.464 -0.553 -0.377 0.929
H -0.770 -2.435 -0.655 0.019 -0.453 -0.178
H 1.583 1.090 2.369 -1.558 0.347 -0.256
H -1.282 0.600 -2.793 -0.220 -0.584 -0.763
```
Positions in Å, forces in eV/Å.

The calculation puts the energy above the lowest of the compared OMol25 structures with the same formula, charge and spin at 3.717 eV. As for the multiplicity: 1. Its total energy is -527.0947 Eh. The value obtained for the HOMO energy is -8.907 eV. For the max |F|, the calculation gives 0.058 hartree/bohr. For the LUMO energy, the calculation gives 0.4 eV.

---

Copy entry 2 word for word.
One molecule with the formula C3H4N2O4 in a non-equilibrium geometry, computed with wB97M-V/def2-TZVPD.

XYZ file:
```
13
Properties=species:S:1:pos:R:3:forces:R:3
O -0.565 -1.867 -1.408 -0.416 -0.560 -0.665
O 0.011 1.428 -0.195 -0.437 0.884 -1.310
O 0.871 -1.591 1.163 -0.118 -0.764 0.543
O -1.166 1.187 -2.058 1.124 -0.044 0.943
N 0.620 1.173 1.954 2.060 0.622 1.728
N 0.719 0.689 0.719 0.871 -2.462 -1.449
C -0.138 -0.732 -0.840 0.243 1.450 0.145
C -0.381 0.572 -1.142 -1.785 0.048 0.031
C 0.513 -0.715 0.420 0.771 1.891 0.301
H -0.015 0.601 2.464 -0.553 -0.377 0.929
H -0.770 -2.435 -0.655 0.019 -0.453 -0.178
H 1.583 1.090 2.369 -1.558 0.347 -0.256
H -1.282 0.600 -2.793 -0.220 -0.584 -0.763
```
Positions in Å, forces in eV/Å.

The calculation puts the energy above the lowest of the compared OMol25 structures with the same formula, charge and spin at 3.717 eV. As for the multiplicity: 1. Its total energy is -527.0947 Eh. The value obtained for the HOMO energy is -8.907 eV. For the max |F|, the calculation gives 0.058 hartree/bohr. For the LUMO energy, the calculation gives 0.4 eV.

---

> Among the records above, which one has the lowest LUMO?

C3H4N2O4

---

> What is the formula in the first record?

C3H7N3O